Version i
The following is a DFT calculation (ωB97M-V/def2-TZVPD) of a gas-phase ion, C7H14N (charge +1).

## Properties
Kohn-Sham gap, eV: 9.6
LUMO, eV: -3.5
SMILES: C=CC(=C)C[C@@H](C)[NH3+]

Structure (ORCA input):
```
! wB97M-V def2-TZVPD RIJCOSX def2/J DEFGRID3
* xyz 1 1
C -0.305 2.878 0.095
C -0.590 1.417 -0.009
C 0.663 0.554 0.195
C 0.444 -0.875 0.631
C 0.236 -1.166 1.914
C 1.016 -2.906 -0.595
C 0.183 -1.885 -0.438
N -1.221 1.045 -1.358
H 0.544 3.206 -0.516
H -1.113 3.552 -0.195
H -0.037 3.129 1.119
H -1.211 0.956 0.765
H 1.425 0.561 -0.612
H 1.364 1.066 0.869
H -0.077 -2.142 2.251
H 0.325 -0.369 2.645
H 0.938 -3.711 -1.314
H 1.874 -2.998 0.059
H -0.723 -1.788 -1.027
H -0.633 1.447 -2.080
H -2.111 1.519 -1.539
H -1.354 0.045 -1.297
*
```


Version ii
The following is a DFT calculation (ωB97M-V/def2-TZVPD) of a gas-phase ion, C7H14N (charge +1).

## Properties
Kohn-Sham gap, eV: 9.6
LUMO, eV: -4.5

Structure (ORCA input):
```
! wB97M-V def2-TZVPD RIJCOSX def2/J DEFGRID3
* xyz 1 1
C 1.551 -0.065 -0.116
C -0.561 1.140 0.332
C -1.727 0.163 0.195
C 2.155 -1.403 -0.464
C 2.527 1.083 -0.061
C -2.054 -0.650 1.262
C -2.226 0.200 -1.195
N 0.279 0.037 0.087
H -0.458 2.041 -0.200
H -0.538 1.536 1.356
H 1.802 -2.147 0.267
H 1.815 -1.696 -1.465
H 3.206 -1.266 -0.569
H 3.336 0.948 -0.755
H 2.097 2.183 -0.125
H 3.000 1.149 0.944
H -3.114 -0.215 1.341
H -1.437 -0.537 2.248
H -2.143 -1.765 0.955
H -1.413 0.401 -1.956
H -2.813 1.110 -1.139
H -2.953 -0.571 -1.624
*
```


According to the calculations, the structures order from most to least stable as version i, version ii.